{
  "formula": "C45H49N7OSW",
  "method": "ωB97M-V with the def2-TZVPD basis set",
  "lumo_energy_ev": -7.2812,
  "e_homo_ev": -12.47,
  "total_charge": 2,
  "gap_ev": 5.193,
  "elements": ["W", "C", "C", "C", "N", "C", "C", "C", "C", "C", "C", "C", "N", "C", "C", "C", "N", "C", "C", "C", "C", "C", "C", "C", "N", "C", "C", "H", "H", "H", "H", "H", "H", "H", "H", "H", "H", "H", "H", "H", "H", "H", "H", "H", "H", "H", "H", "H", "H", "H", "H", "H", "H", "C", "C", "N", "C", "C", "C", "S", "N", "C", "O", "C", "C", "C", "C", "C", "C", "H", "H", "H", "H", "H", "H", "H", "H", "H", "H", "H", "H", "H", "H", "H", "C", "C", "C", "C", "N", "C", "C", "C", "C", "C", "C", "C", "H", "H", "H", "H", "H", "H", "H", "H"],
  "coordinates": [[0.056, 0.033, -0.046], [0.109, -3.923, 2.650], [-1.074, -2.970, 2.454], [-1.200, -2.720, 0.950], [-1.483, -1.362, 0.450], [-2.711, -1.121, -0.057], [-3.814, -1.924, 0.262], [-5.068, -1.998, -0.319], [-5.580, -1.300, -1.401], [-4.995, -0.208, -2.016], [-3.820, 0.451, -1.686], [-2.820, 0.125, -0.769], [-1.800, 0.961, -0.496], [-2.040, 2.399, -0.603], [-1.351, 3.108, 0.543], [-1.476, 2.258, 1.786], [-0.551, 1.123, 1.728], [-0.059, 0.676, 2.884], [-0.610, 1.038, 4.129], [-0.071, 0.974, 5.398], [1.198, 0.567, 5.791], [2.125, -0.053, 4.981], [1.986, -0.503, 3.672], [0.959, -0.333, 2.749], [0.904, -1.009, 1.583], [1.729, -2.223, 1.455], [1.490, -3.260, 2.567], [0.037, -4.716, 1.897], [0.031, -4.423, 3.616], [-0.939, -2.036, 2.995], [-1.985, -3.429, 2.843], [-1.946, -3.392, 0.533], [-0.270, -3.031, 0.496], [-3.653, -2.608, 1.086], [-5.726, -2.744, 0.113], [-6.546, -1.617, -1.773], [-5.549, 0.228, -2.840], [-3.618, 1.348, -2.260], [-3.114, 2.557, -0.508], [-1.732, 2.810, -1.568], [-1.806, 4.085, 0.700], [-0.294, 3.274, 0.344], [-2.507, 1.909, 1.905], [-1.227, 2.864, 2.653], [-1.606, 1.457, 4.080], [-0.715, 1.349, 6.187], [1.470, 0.728, 6.826], [3.076, -0.292, 5.445], [2.828, -1.074, 3.303], [2.789, -1.948, 1.439], [1.543, -2.661, 0.480], [1.697, -2.805, 3.533], [2.246, -4.036, 2.432], [6.487, 2.016, -0.533], [6.009, 1.000, 0.495], [4.684, 1.372, 1.041], [4.697, 2.190, 2.265], [5.313, 1.464, 3.454], [3.579, 1.071, 0.370], [2.053, 1.673, 0.901], [3.778, 0.350, -0.759], [2.923, -0.427, -1.330], [1.724, -0.671, -0.846], [3.334, -1.145, -2.551], [2.441, -1.958, -3.247], [2.842, -2.598, -4.408], [4.138, -2.436, -4.878], [5.038, -1.639, -4.179], [4.642, -0.998, -3.021], [7.472, 1.730, -0.903], [6.570, 3.013, -0.098], [5.800, 2.058, -1.379], [6.695, 0.950, 1.336], [5.946, 0.008, 0.060], [3.677, 2.471, 2.498], [5.247, 3.108, 2.049], [4.913, 0.452, 3.537], [5.070, 2.008, 4.368], [6.399, 1.400, 3.395], [1.440, -2.095, -2.877], [2.143, -3.228, -4.944], [4.451, -2.935, -5.786], [6.053, -1.524, -4.537], [5.338, -0.378, -2.471], [0.984, 3.765, -2.704], [0.373, 3.449, -3.903], [-0.185, 2.195, -4.034], [-0.138, 1.289, -2.985], [0.437, 1.605, -1.799], [0.987, 2.828, -1.695], [-0.642, -0.073, -3.103], [-1.086, -0.586, -4.319], [-1.436, -1.918, -4.434], [-1.304, -2.743, -3.327], [-0.883, -2.216, -2.115], [-0.562, -0.873, -1.974], [1.455, 4.724, -2.537], [0.337, 4.157, -4.721], [-0.659, 1.916, -4.962], [1.458, 3.065, -0.762], [-1.145, 0.042, -5.198], [-1.788, -2.311, -5.379], [-1.532, -3.799, -3.399], [-0.778, -2.902, -1.293]],
  "atomic_forces_ev_per_a": [[0.8, -0.4, 0.8], [0.0, 0.0, 0.0], [-0.1, 0.0, 0.0], [-0.1, 0.2, 0.1], [0.9, 0.4, -0.2], [-0.3, -0.3, 0.1], [0.2, 0.0, 0.0], [-0.2, 0.0, -0.1], [0.0, -0.1, 0.1], [0.1, 0.2, 0.0], [-0.3, 0.0, -0.1], [0.2, 0.2, 0.1], [-0.3, -0.1, 0.0], [0.0, 0.0, -0.2], [0.0, -0.1, 0.0], [0.0, 0.0, 0.1], [0.1, 0.2, -0.3], [-0.2, 0.0, 0.0], [-0.1, 0.0, 0.1], [0.0, 0.0, 0.0], [0.0, 0.0, 0.0], [0.0, 0.0, 0.0], [0.2, 0.0, 0.1], [0.0, -0.2, 0.0], [-0.2, 0.0, -0.1], [0.0, 0.1, 0.2], [-0.1, 0.0, -0.1], [0.0, 0.0, 0.0], [0.0, 0.0, 0.0], [0.0, 0.0, 0.1], [0.0, 0.0, 0.0], [0.0, -0.1, -0.1], [0.0, 0.0, 0.0], [0.0, 0.0, 0.0], [0.0, 0.0, 0.0], [0.0, 0.0, 0.0], [0.0, 0.0, 0.0], [0.0, 0.0, 0.0], [-0.1, 0.0, 0.0], [0.0, 0.0, -0.1], [0.0, 0.0, 0.0], [0.0, 0.1, 0.0], [-0.1, 0.0, 0.1], [0.0, 0.0, 0.1], [0.0, 0.0, 0.0], [0.0, 0.0, 0.0], [0.0, 0.0, 0.0], [0.0, 0.0, 0.0], [0.0, 0.1, 0.0], [0.1, 0.0, 0.0], [0.1, 0.0, -0.1], [0.0, -0.1, 0.0], [0.0, 0.0, 0.0], [0.0, 0.0, 0.0], [0.0, 0.1, 0.0], [0.0, 0.0, 0.0], [0.1, -0.1, -0.1], [0.0, 0.0, 0.0], [0.1, 0.1, 0.0], [-0.3, -0.3, -0.1], [0.1, 0.2, 0.0], [0.0, -0.1, 0.1], [-0.5, -0.3, -0.1], [-0.1, 0.0, 0.0], [0.1, 0.0, 0.0], [0.0, 0.0, 0.0], [0.0, 0.0, 0.0], [0.0, 0.0, 0.0], [0.0, 0.1, 0.0], [0.0, 0.0, 0.0], [0.0, 0.0, 0.0], [0.0, 0.0, 0.0], [0.0, 0.0, 0.0], [0.0, 0.0, 0.0], [-0.1, 0.0, 0.0], [0.0, 0.0, 0.0], [0.0, 0.0, 0.0], [0.0, 0.0, 0.0], [0.0, 0.0, 0.0], [-0.1, 0.0, 0.0], [0.0, 0.0, 0.0], [0.0, 0.0, 0.0], [0.0, 0.0, 0.0], [0.0, 0.0, 0.0], [0.0, 0.0, 0.0], [0.0, 0.0, -0.1], [0.0, 0.1, -0.1], [0.1, 0.0, 0.0], [-0.1, 0.0, 0.0], [-0.1, 0.0, -0.2], [0.1, 0.1, -0.2], [0.0, -0.1, -0.2], [0.0, 0.0, 0.0], [0.0, 0.0, -0.1], [0.1, -0.2, 0.0], [-0.2, 0.4, 0.1], [0.0, 0.0, 0.0], [0.0, 0.0, 0.0], [0.0, 0.0, 0.0], [0.1, 0.0, 0.1], [0.0, 0.0, 0.0], [0.0, 0.0, 0.0], [0.0, 0.0, 0.0], [0.0, -0.1, 0.0]]
}



{
  "formula": "C21H39Cl3GeN2OOsSiTe",
  "method": "ωB97M-V with the def2-TZVPD basis set",
  "multiplicity": 6,
  "s2": 8.788,
  "lumo_energy_ev": [-8.8002, -12.2671],
  "e_homo_ev": [-16.12, -17.14],
  "total_charge": 3,
  "gap_ev": [7.317, 4.876],
  "de_lowest_kcal_mol": 5.54,
  "elements": ["Os", "Cl", "Ge", "Cl", "Cl", "C", "C", "C", "C", "Si", "C", "C", "C", "C", "C", "C", "C", "C", "H", "H", "H", "H", "H", "H", "H", "H", "H", "H", "H", "H", "H", "H", "H", "H", "H", "H", "H", "H", "H", "H", "H", "H", "H", "H", "H", "C", "Te", "C", "C", "C", "C", "C", "C", "C", "H", "H", "H", "H", "H", "H", "H", "H", "N", "C", "N", "O", "H", "H", "H", "H"],
  "coordinates": [[0.249, 0.800, 0.906], [-1.350, 0.576, 2.591], [-0.276, 1.367, 4.539], [-1.238, 0.234, 6.017], [-0.830, 3.402, 4.519], [-0.584, -3.521, -1.232], [-0.784, -2.063, -0.780], [-2.184, -1.924, -0.137], [-0.790, -1.148, -2.017], [0.505, -1.525, 0.524], [2.242, -0.814, -0.291], [3.305, -0.701, 0.793], [2.539, -1.931, -1.292], [1.993, 0.535, -0.942], [0.787, -2.707, 1.981], [1.416, -1.985, 3.189], [1.668, -3.908, 1.592], [-0.592, -3.232, 2.433], [-1.339, -3.770, -1.983], [-0.710, -4.227, -0.412], [0.391, -3.696, -1.684], [-2.940, -2.183, -0.884], [-2.384, -0.900, 0.199], [-2.342, -2.581, 0.714], [-1.661, -1.395, -2.632], [0.082, -1.268, -2.658], [-0.866, -0.088, -1.741], [3.575, -1.667, 1.209], [3.015, -0.033, 1.603], [4.215, -0.292, 0.336], [2.618, -2.908, -0.819], [3.521, -1.714, -1.733], [1.830, -1.989, -2.111], [1.707, 1.346, -0.198], [1.277, 0.488, -1.757], [2.920, 0.975, -1.332], [2.472, -1.768, 3.056], [1.331, -2.631, 4.067], [0.902, -1.049, 3.431], [2.669, -3.619, 1.272], [1.218, -4.520, 0.811], [1.791, -4.546, 2.472], [-1.296, -2.433, 2.682], [-0.449, -3.825, 3.340], [-1.051, -3.887, 1.695], [-2.994, 1.892, -1.136], [-1.265, 2.867, -0.339], [-0.820, 3.248, -2.396], [-2.109, 3.167, -3.140], [-2.277, 3.730, -4.394], [-3.489, 3.581, -5.033], [-4.580, 2.858, -4.409], [-4.441, 2.316, -3.152], [-3.226, 2.452, -2.495], [-3.852, 2.060, -0.486], [-2.810, 0.815, -1.189], [-0.122, 2.491, -2.764], [-0.354, 4.226, -2.512], [-1.472, 4.278, -4.865], [-3.648, 4.007, -6.016], [-5.512, 2.761, -4.951], [-5.266, 1.795, -2.684], [2.349, 3.895, 2.121], [2.394, 2.695, 2.708], [3.395, 2.411, 3.539], [1.505, 1.809, 2.481], [2.992, 4.631, 2.366], [1.499, 4.162, 1.657], [4.094, 3.084, 3.807], [3.437, 1.493, 3.951]],
  "atomic_forces_ev_per_a": [[0.6, 0.4, -0.1], [-0.2, -0.1, 0.1], [0.3, -0.2, -0.1], [-0.2, -0.1, 0.2], [-0.1, 0.3, 0.0], [-0.1, 0.0, 0.0], [-0.2, 0.1, 0.0], [0.0, 0.0, -0.1], [-0.1, 0.0, 0.0], [0.3, -0.8, -0.4], [-1.1, -0.1, 0.9], [0.4, 0.1, -0.4], [0.5, 0.3, -0.3], [0.2, -0.3, -0.4], [-0.2, 0.1, 0.2], [0.0, -0.1, 0.0], [0.0, 0.0, 0.0], [0.1, -0.1, 0.1], [0.0, 0.0, 0.0], [0.0, 0.0, 0.0], [0.0, 0.0, 0.0], [0.0, 0.0, 0.0], [0.0, 0.0, 0.0], [0.0, 0.0, 0.0], [0.0, 0.0, 0.0], [0.0, 0.0, 0.0], [0.0, 0.0, 0.0], [0.0, 0.0, 0.0], [0.0, 0.0, 0.0], [0.0, 0.0, 0.1], [0.0, 0.0, 0.1], [0.0, -0.1, 0.0], [0.0, 0.0, 0.0], [0.1, 0.3, 0.0], [0.0, 0.0, 0.0], [0.0, 0.1, 0.1], [0.0, 0.0, 0.0], [0.0, 0.0, 0.0], [0.0, 0.0, 0.0], [0.0, 0.0, 0.0], [0.0, 0.0, 0.0], [0.0, 0.0, 0.0], [0.0, 0.0, 0.0], [0.0, 0.0, 0.0], [0.0, 0.0, 0.0], [-0.1, 0.0, 0.0], [-0.2, 0.1, 0.1], [0.0, 0.0, -0.1], [-0.4, -0.3, 0.2], [0.1, 0.0, 0.1], [-0.3, -0.2, 0.1], [0.2, 0.2, -0.2], [0.0, 0.0, 0.1], [0.4, 0.2, -0.2], [0.0, 0.0, 0.0], [0.0, 0.0, 0.0], [0.0, 0.0, 0.0], [0.0, 0.0, 0.0], [0.0, 0.0, 0.0], [0.0, 0.0, 0.0], [0.0, 0.0, 0.0], [0.0, 0.0, 0.0], [-0.1, 0.0, 0.0], [0.1, -0.2, 0.0], [-0.1, 0.0, 0.0], [-0.1, 0.2, 0.1], [0.0, 0.0, 0.0], [0.0, 0.0, 0.0], [0.0, 0.0, 0.0], [0.0, 0.0, 0.0]]
}



{
  "formula": "C22H15GaN2O2S2SbSe4",
  "method": "ωB97M-V with the def2-TZVPD basis set",
  "lumo_energy_ev": [1.2467, 1.1463],
  "e_homo_ev": [-2.75, -2.67],
  "total_charge": -1,
  "gap_ev": [3.996, 3.812],
  "elements": ["Ga", "S", "C", "C", "C", "C", "C", "C", "N", "C", "C", "C", "C", "C", "C", "C", "C", "N", "C", "C", "C", "C", "C", "S", "C", "H", "H", "H", "H", "H", "H", "H", "H", "H", "H", "H", "H", "Se", "Sb", "Se", "Se", "Se", "C", "C", "O", "O", "H", "H", "H"],
  "coordinates": [[0.908, 0.510, -0.988], [-4.239, -3.843, -2.681], [-3.883, -5.352, -3.432], [-2.530, -5.594, -3.569], [-1.811, -4.579, -2.929], [-2.558, -3.654, -2.252], [-2.060, -2.709, -1.267], [-0.999, -1.886, -1.578], [-0.520, -0.978, -0.699], [-1.143, -0.732, 0.492], [-2.190, -1.634, 0.879], [-2.859, -1.384, 2.151], [-2.400, -0.361, 2.933], [-1.314, 0.512, 2.576], [-0.701, 1.405, 3.488], [0.514, 2.091, 3.131], [1.049, 1.757, 1.883], [0.415, 0.990, 0.970], [-0.727, 0.322, 1.303], [1.166, 3.087, 4.018], [2.196, 3.907, 3.764], [2.493, 4.731, 4.891], [1.605, 4.601, 5.921], [0.485, 3.359, 5.620], [-2.620, -2.572, -0.024], [-4.661, -5.969, -3.803], [-2.097, -6.422, -4.049], [-0.760, -4.522, -2.977], [-0.447, -2.151, -2.447], [-3.557, -2.119, 2.539], [-2.903, -0.176, 3.849], [-0.991, 1.419, 4.548], [2.026, 2.069, 1.571], [2.663, 3.960, 2.761], [3.408, 5.269, 4.969], [1.571, 5.131, 6.847], [-3.419, -3.225, 0.292], [0.157, -0.878, -6.705], [2.492, -1.748, -6.921], [2.685, -0.880, -3.629], [3.720, 0.157, -5.557], [1.699, -2.818, -4.446], [3.211, 3.526, -1.741], [2.448, 2.299, -1.509], [2.840, 1.369, -0.699], [1.291, 2.101, -2.130], [4.236, 3.374, -2.170], [3.472, 4.060, -0.830], [2.640, 4.181, -2.362]],
  "atomic_forces_ev_per_a": [[-0.5, -0.8, 2.0], [0.7, -0.9, 0.8], [0.8, 0.0, -0.6], [-2.1, 1.3, 0.6], [-0.1, 0.3, 0.4], [0.0, -0.4, -0.7], [1.3, 1.2, -2.1], [-0.6, -1.4, 0.7], [2.4, 2.4, -1.9], [-0.7, 0.9, 1.6], [-0.8, 0.2, -0.1], [1.8, 0.5, 0.3], [-0.8, -0.9, -0.8], [1.1, 1.3, 2.0], [-0.9, -1.3, -0.5], [0.7, -0.3, -1.4], [-0.4, 0.8, 1.3], [1.2, 0.0, -2.7], [-1.2, -2.0, -0.4], [-2.0, -1.7, -0.2], [0.8, 0.7, -0.3], [-0.2, -0.2, 0.1], [0.7, -0.1, -0.4], [0.0, -0.2, -0.9], [-1.2, 0.3, 2.7], [-0.6, -0.3, -0.3], [0.3, -0.9, -0.6], [1.2, -0.1, 0.4], [0.5, 0.6, -0.9], [-0.3, 0.3, -0.2], [-0.2, 0.1, 0.9], [-0.3, 0.1, -0.6], [0.3, 0.4, 0.0], [-0.1, 0.0, 1.0], [0.3, 0.8, 0.0], [0.2, 0.1, 0.4], [-0.2, -0.2, 0.0], [1.3, -0.2, -1.0], [-2.3, 0.6, 0.8], [0.4, 0.5, 0.6], [-0.4, -0.5, 0.4], [0.7, -0.4, -0.3], [1.6, 0.7, -0.3], [-1.2, -2.8, 0.5], [-1.1, 1.6, -1.6], [1.6, -0.1, 1.7], [-1.1, -0.4, 0.0], [-0.4, -0.2, 0.4], [-0.2, 0.4, -0.5]]
}



{
  "formula": "C3H8INO",
  "method": "ωB97M-V with the def2-TZVPD basis set",
  "lumo_energy_ev": -0.0852,
  "e_homo_ev": -7.62,
  "total_charge": 0,
  "gap_ev": 7.532,
  "de_lowest_kcal_mol": 0.00,
  "elements": ["I", "C", "C", "O", "N", "H", "H", "C", "H", "H", "H", "H", "H", "H"],
  "coordinates": [[1.661, 0.804, -2.819], [-1.418, -0.746, -1.105], [-0.474, -0.802, 0.053], [-0.288, -1.730, 0.764], [0.290, 0.464, 0.316], [0.819, 0.725, -0.563], [-0.423, 1.202, 0.274], [1.038, 0.558, 1.592], [-1.154, -1.468, -1.872], [-1.424, 0.258, -1.527], [-2.402, -1.008, -0.712], [0.616, -0.085, 2.353], [1.113, 1.594, 1.905], [2.047, 0.233, 1.341]],
  "atomic_forces_ev_per_a": [[-0.3, 0.0, 0.6], [-0.1, 0.6, 0.4], [0.2, -0.8, -0.4], [0.1, 0.0, 0.3], [-1.7, 1.0, 0.4], [0.9, -0.3, -0.8], [0.0, -0.1, 0.2], [1.1, -0.2, -0.6], [0.2, 0.0, 0.0], [-0.1, -0.2, -0.3], [0.0, 0.0, -0.1], [-0.2, 0.0, -0.1], [-0.3, 0.0, 0.0], [0.0, -0.1, 0.3]]
}